*a*
The following is a quantum chemistry calculation of a cluster of 3 separate species, C3H10NO4 in total, from the OMol25 dataset.

Structure (XYZ):
```
18
Properties=species:S:1:pos:R:3
C -1.334 -1.643 0.809
N 0.141 -1.638 0.882
C 0.805 -0.382 1.066
O 0.151 0.663 1.405
O 2.006 -0.356 0.919
C -2.017 -0.964 -0.450
H -2.039 -2.567 0.964
H -1.641 -1.029 1.578
H 0.438 -2.152 0.019
H -1.412 -1.340 -1.394
H -1.930 0.173 -0.333
H -3.001 -1.451 -0.545
H 1.429 2.437 -1.510
H 1.937 1.207 -2.076
O 1.348 1.936 -2.352
H 1.010 1.922 0.389
H 2.488 2.469 0.504
O 1.621 2.714 0.123
```

Values from the calculation:
HOMO level: -4.7 eV
total charge: -1
Kohn-Sham gap: 8.57 eV

Okay, here come the natural (NBO) numbers, in e, for every atom: C -0.22; N -0.68; C 0.86; O -0.84; O -0.77; C -0.64; H 0.16; H 0.21; H 0.36; H 0.18; H 0.24; H 0.19; H 0.49; H 0.46; O -0.99; H 0.53; H 0.48; O -1.01

***

*b*
The following is a quantum chemistry calculation of a structure of composition C3H10NO4, from the OMol25 dataset.

Structure (XYZ):
```
18
Properties=species:S:1:pos:R:3
O 0.184 -0.269 1.152
C -0.169 -0.365 -0.160
O -0.976 -1.184 -0.648
C 0.642 0.515 -1.060
C 1.870 1.162 -0.518
N 0.395 0.217 -2.452
H -0.468 0.855 -0.606
H 2.388 0.434 0.127
H 1.664 1.960 0.205
H 2.453 1.395 -1.404
H -0.516 0.596 -2.681
H 0.230 -0.791 -2.502
H -0.926 -1.965 2.030
H -1.478 -2.178 0.689
O -1.576 -2.541 1.614
H -0.827 2.684 1.893
H 0.124 0.740 1.306
O -0.058 2.305 1.475
```

Values from the calculation:
HOMO level: -4.4 eV
total charge: -1
Kohn-Sham gap: 8.23 eV

Okay, here come the natural (NBO) numbers, in e, for every atom: O -0.76; C 0.66; O -0.72; C -0.04; C -0.67; N -0.83; H 0.27; H 0.21; H 0.30; H 0.21; H 0.36; H 0.37; H 0.47; H 0.49; O -1.01; H 0.43; H 0.53; O -1.30

***

*c*
The following is a quantum chemistry calculation of a cluster of 3 separate species, C3H10NO4 in total, from the OMol25 dataset.

Structure (XYZ):
```
18
Properties=species:S:1:pos:R:3
O -1.504 -0.722 0.160
C -1.081 0.209 0.853
N 0.076 0.260 1.505
C 1.510 -0.484 1.073
O 1.653 -0.429 -0.188
C -1.897 1.521 0.831
H 0.151 1.052 2.106
H 1.402 -1.457 1.598
H 2.160 0.236 1.660
H -2.714 1.396 0.120
H -2.413 1.699 1.775
H -1.303 2.398 0.580
H 0.191 0.047 -2.446
H -0.958 -0.170 -1.427
O -0.760 0.114 -2.345
H 2.270 -1.317 -1.616
H 1.140 -2.205 -2.128
O 2.077 -2.147 -2.112
```

Values from the calculation:
HOMO level: -4.1 eV
total charge: -1
Kohn-Sham gap: 7.94 eV

Okay, here come the natural (NBO) numbers, in e, for every atom: O -0.70; C 0.67; N -0.69; C 0.21; O -0.88; C -0.72; H 0.35; H 0.10; H 0.07; H 0.23; H 0.20; H 0.21; H 0.47; H 0.50; O -1.00; H 0.51; H 0.46; O -1.00

***

*d*
The following is a quantum chemistry calculation of a cluster of 3 separate species, C3H10NO4 in total, from the OMol25 dataset.

Structure (XYZ):
```
18
Properties=species:S:1:pos:R:3
O -1.423 0.483 3.158
C -0.870 0.747 2.092
C -1.385 0.290 0.828
N -1.028 1.237 -0.294
C 0.452 0.887 -0.745
O 0.797 -0.373 -0.439
H 0.179 1.054 2.118
H -2.444 0.136 0.821
H -1.073 -0.735 0.625
H -1.633 0.893 -1.038
H 0.953 1.595 -0.044
H 0.428 1.068 -1.824
H 0.690 -0.691 -2.996
H -0.284 -0.974 -1.871
O -0.205 -1.000 -2.842
H 2.014 -0.889 0.468
H 2.190 -2.291 0.950
O 2.642 -1.438 1.033
```

Values from the calculation:
HOMO level: -4.5 eV
total charge: -1
Kohn-Sham gap: 8.42 eV

Okay, here come the natural (NBO) numbers, in e, for every atom: O -0.57; C 0.44; C -0.37; N -0.68; C 0.10; O -0.96; H 0.12; H 0.20; H 0.24; H 0.33; H 0.11; H 0.12; H 0.46; H 0.50; O -0.99; H 0.51; H 0.44; O -1.02

***

Stability comparison, relative energies in hartree: *a* 0.0000; *b* 0.0796; *c* 0.0224; *d* 0.0610

***

*a*
The following is a quantum chemistry calculation of an isolated molecule of C7H12O2S, from the OMol25 dataset.

Structure (XYZ):
```
22
Properties=species:S:1:pos:R:3
C -0.527 0.122 0.700
C -0.250 1.380 0.052
C -0.036 -1.236 0.132
C -0.718 2.576 0.793
C 0.416 1.539 -1.238
C 1.372 -1.333 -0.418
C -0.323 -2.338 1.140
O -1.203 0.098 1.732
O -0.683 -0.776 -2.421
S -1.315 -1.375 -1.217
H -0.759 3.456 0.157
H -0.047 2.779 1.631
H -1.694 2.371 1.236
H 1.437 1.160 -1.236
H 0.429 2.580 -1.554
H -0.106 0.922 -2.003
H 1.699 -2.371 -0.402
H 2.066 -0.750 0.185
H 1.412 -0.993 -1.451
H -1.322 -2.221 1.551
H 0.387 -2.275 1.962
H -0.236 -3.316 0.671
```

Values from the calculation:
HOMO level (alpha / beta): -8.3 / -8.8 eV
Kohn-Sham gap (alpha / beta): 7.22 / 7.95 eV

Okay, here come the natural (NBO) numbers, in e, for every atom: C 0.40; C 0.13; C -0.29; C -0.67; C -0.71; C -0.63; C -0.62; O -0.57; O -0.82; S 0.96; H 0.21; H 0.24; H 0.25; H 0.24; H 0.22; H 0.29; H 0.22; H 0.22; H 0.24; H 0.24; H 0.23; H 0.21

***

*b*
The following is a quantum chemistry calculation of a cluster of 2 separate species, C7H12O2S in total, from the OMol25 dataset.

Structure (XYZ):
```
22
Properties=species:S:1:pos:R:3
C 1.644 0.018 -1.979
C 1.632 -0.228 -0.659
C 0.871 2.249 0.340
C 1.068 1.318 1.471
C 0.976 0.749 0.127
C -1.001 -2.203 0.452
C -2.110 -1.244 0.536
O -1.294 -0.035 -1.864
O -2.173 1.476 -0.065
S -1.396 0.323 -0.454
H 2.211 -0.587 -2.626
H 1.246 0.757 -2.531
H 2.166 -1.039 -0.136
H -0.103 2.739 0.338
H 1.716 2.758 0.008
H 1.933 1.351 2.087
H 0.209 1.234 2.181
H -1.022 -2.599 -0.665
H -0.067 -1.686 0.655
H -1.310 -2.968 1.116
H -2.268 -0.803 1.623
H -2.928 -1.578 0.043
```

Values from the calculation:
HOMO level (alpha / beta): -8.1 / -8.1 eV
Kohn-Sham gap (alpha / beta): 7.61 / 7.61 eV

Okay, here come the natural (NBO) numbers, in e, for every atom: C -0.25; C -0.31; C -0.44; C -0.47; C 0.01; C -0.64; C -0.51; O -0.94; O -0.95; S 1.84; H 0.19; H 0.20; H 0.23; H 0.26; H 0.22; H 0.22; H 0.23; H 0.22; H 0.22; H 0.22; H 0.22; H 0.22

***

Stability comparison, relative energies in hartree: *a* 0.0000; *b* 0.1008

***

*a*
The following is a quantum chemistry calculation of a structure of composition C32H25F9N8O2S2SbW, from the OMol25 dataset.

Structure (XYZ):
```
80
Properties=species:S:1:pos:R:3
W 2.525 -0.636 1.102
C -1.458 -1.451 -0.018
C -0.162 0.459 1.237
N 0.603 -0.578 1.989
N 0.034 -1.159 2.983
C 0.645 -2.330 3.270
N 0.164 -3.059 4.327
S 1.969 -2.823 2.335
C -0.351 1.723 2.058
C -0.392 1.674 3.469
C -0.374 2.856 4.125
C -0.269 4.050 3.434
C -0.319 4.030 2.029
N -0.254 2.882 1.351
H -0.748 -2.189 0.264
H -1.351 -1.015 -1.036
H -2.485 -1.990 0.005
H -0.702 -2.727 4.810
H 0.411 -4.092 4.373
H -0.243 0.764 3.974
H -0.405 2.879 5.219
H -0.371 5.001 3.917
H -0.376 4.950 1.356
C 4.929 2.244 0.621
C 3.848 1.678 -0.210
O 3.086 2.252 -0.986
O 3.775 0.329 -0.081
H 4.801 3.359 0.919
H 5.942 2.104 0.351
H 5.054 1.687 1.539
S 6.417 -4.055 -0.045
C 6.490 -5.563 0.523
N 6.688 -6.632 0.945
F -1.456 -6.157 -5.813
C -0.586 -6.651 -4.881
F -1.166 -7.773 -4.346
F 0.498 -7.135 -5.548
C -0.201 -5.653 -3.840
C 0.434 -6.001 -2.712
C 0.898 -4.992 -1.830
C 0.921 -3.647 -2.144
C 0.367 -3.313 -3.421
C -0.243 -4.272 -4.207
C 1.565 -2.766 -1.269
C 1.961 -1.929 -0.453
H 0.410 -6.987 -2.299
H 1.181 -5.331 -0.841
H 0.429 -2.309 -3.698
H -0.819 -3.972 -5.061
F 3.386 -0.793 2.849
Sb 3.667 0.131 5.321
F 3.974 -1.896 0.990
F 1.904 0.647 5.068
F 3.653 1.399 6.754
F 2.427 1.084 1.844
F 4.565 1.227 4.029
N -3.400 3.518 -0.642
C -4.176 4.312 -1.458
C -4.881 5.523 -1.249
C -5.620 5.957 -2.297
C -5.727 5.297 -3.510
C -5.051 4.082 -3.717
C -4.306 3.595 -2.676
N -3.494 2.525 -2.699
C -3.003 2.510 -1.523
C -2.006 1.541 -0.889
C -2.434 0.773 0.144
C -1.552 -0.192 0.865
N 0.787 0.598 0.190
C 0.591 1.080 -0.966
C -0.669 1.565 -1.366
H -2.799 3.736 0.173
H -4.646 6.157 -0.325
H -6.184 6.914 -2.196
H -6.399 5.756 -4.247
H -5.170 3.624 -4.640
H -3.497 0.942 0.426
H -1.983 -0.479 1.837
H 1.409 1.092 -1.596
H -0.681 2.035 -2.278
```

Values from the calculation:
HOMO level (alpha / beta): -8.5 / -8.8 eV
expectation value of S²: 3.81
Kohn-Sham gap (alpha / beta): 6.76 / 5.72 eV
2S+1: 4

Okay, here come the Mulliken numbers, in e, for every atom: W 2.50; C -1.15; C 1.34; N 1.42; N -1.64; C 0.39; N -0.47; S -0.27; C -0.27; C -0.75; C -0.55; C -0.82; C -0.33; N -0.22; H 0.25; H 0.20; H 0.37; H 0.26; H 0.27; H 0.52; H 0.42; H 0.42; H 0.41; C -0.97; C 0.85; O -0.58; O -0.55; H 0.27; H 0.39; H 0.09; S -0.05; C 0.38; N -0.34; F -0.27; C 0.86; F -0.27; F -0.26; C 0.27; C -0.82; C -0.38; C 0.28; C -0.71; C -0.58; C 0.04; C -0.65; H 0.37; H 0.45; H 0.63; H 0.43; F -0.56; Sb 1.50; F -0.55; F -0.43; F -0.56; F -0.56; F -0.56; N 0.08; C 0.41; C -1.10; C -0.27; C -0.41; C -0.73; C 0.69; N -0.72; C -0.57; C 1.43; C -0.75; C -0.05; N 0.43; C -0.55; C -1.72; H 0.18; H 0.26; H 0.31; H 0.35; H 0.53; H 0.30; H 0.90; H 0.87; H 0.67

***

*b*
The following is a quantum chemistry calculation of a structure of composition C32H25F9N8O2S2SbW, from the OMol25 dataset.

Structure (XYZ):
```
80
Properties=species:S:1:pos:R:3
W 1.404 -0.728 -0.562
C 5.687 -2.754 -0.350
C 4.504 -1.815 -0.408
N 3.264 -2.062 -0.124
N 3.131 -3.343 0.352
C 1.956 -3.871 0.037
N 1.642 -5.114 0.509
S 0.768 -3.096 -0.919
C 4.878 -0.407 -0.512
C 5.775 0.221 -1.306
C 5.814 1.714 -1.268
C 5.218 2.500 -0.376
C 4.607 1.757 0.811
N 4.195 0.434 0.320
H 5.673 -3.370 0.545
H 6.638 -2.243 -0.455
H 5.563 -3.434 -1.201
H 2.432 -5.584 0.917
H 0.678 -5.389 0.550
H 6.396 -0.272 -2.053
H 6.172 2.207 -2.144
H 5.112 3.585 -0.445
H 5.388 1.773 1.607
C 2.939 0.620 -4.000
C 2.540 0.234 -2.640
O 2.041 1.007 -1.788
O 2.658 -0.967 -2.317
H 1.938 0.762 -4.544
H 3.402 -0.218 -4.537
H 3.467 1.549 -4.075
S -4.955 5.052 -0.394
C -5.824 5.300 0.959
N -6.582 5.357 1.826
F -1.069 6.433 2.325
C 0.118 6.413 2.980
F 0.650 7.608 2.727
F -0.139 6.288 4.293
C 0.871 5.197 2.532
C 2.299 5.169 2.647
C 2.953 4.081 2.276
C 2.321 2.944 1.623
C 0.897 2.889 1.734
C 0.215 4.051 2.161
C 3.129 1.896 1.163
C 2.894 0.572 0.565
H 2.872 5.913 3.238
H 4.027 4.137 2.325
H 0.431 1.974 1.314
H -0.820 3.989 2.071
F -0.003 0.417 0.136
Sb 2.994 -2.551 3.255
F 0.161 -0.748 -2.107
F 4.239 -3.087 4.602
F 1.261 -1.446 1.221
F 2.194 -4.198 3.266
F 1.709 -1.737 4.460
N -4.530 -2.385 -1.236
C -5.189 -3.562 -1.505
C -4.688 -4.865 -1.856
C -5.590 -5.894 -1.975
C -7.033 -5.607 -1.860
C -7.478 -4.340 -1.569
C -6.540 -3.302 -1.332
N -6.688 -2.019 -0.929
C -5.505 -1.486 -0.940
C -5.251 -0.051 -0.538
C -3.994 0.577 -0.486
C -3.881 1.877 -0.085
N -4.935 2.641 0.233
C -6.123 1.988 0.293
C -6.369 0.691 -0.113
H -3.566 -2.239 -1.182
H -3.608 -5.097 -1.884
H -5.268 -6.888 -2.145
H -7.695 -6.426 -2.013
H -8.516 -4.204 -1.600
H -3.111 -0.006 -0.756
H -2.851 2.239 -0.057
H -6.969 2.471 0.688
H -7.346 0.280 0.024
```

Values from the calculation:
HOMO level (alpha / beta): -8.4 / -8.5 eV
expectation value of S²: 3.82
Kohn-Sham gap (alpha / beta): 6.73 / 5.60 eV
2S+1: 4

Okay, here come the Mulliken numbers, in e, for every atom: W 2.23; C -1.57; C 0.53; N 0.94; N -1.44; C 0.59; N -0.37; S -0.47; C 0.10; C -0.41; C -0.66; C -0.64; C 0.21; N 0.61; H 0.34; H 0.52; H 0.32; H 0.23; H 0.22; H 0.45; H 0.44; H 0.44; H 0.40; C -1.49; C 1.46; O -0.69; O -0.59; H 0.34; H 0.35; H 0.36; S -0.14; C 0.47; N -0.44; F -0.26; C 0.94; F -0.25; F -0.24; C 0.21; C -0.69; C -0.93; C 0.59; C -0.25; C -1.04; C 0.59; C -1.19; H 0.31; H 0.36; H 0.40; H 0.69; F -0.69; Sb 1.70; F -0.66; F -0.58; F -0.63; F -0.53; F -0.59; N 0.06; C 0.65; C -0.89; C -0.48; C -0.48; C -0.83; C 0.70; N -0.60; C 0.06; C 0.80; C -0.51; C -0.58; N -0.31; C -0.30; C -0.59; H 0.02; H 0.33; H 0.44; H 0.40; H 0.46; H 0.38; H 0.49; H 0.41; H 0.46

***

Stability comparison, relative energies in hartree: *a* 0.0830; *b* 0.0000

***

*a*
The following is a quantum chemistry calculation of an isolated molecule of C4H7FO, from the OMol25 dataset.

Structure (XYZ):
```
13
Properties=species:S:1:pos:R:3
C 1.452 -0.505 -0.227
C 0.630 0.750 -0.092
C -0.822 0.563 -0.223
C -1.646 -0.428 0.521
H 1.029 -1.207 0.587
H 1.417 -1.078 -1.193
H 0.884 1.209 0.872
H 0.892 1.431 -0.873
H -1.429 1.372 -0.531
H -1.048 -1.097 1.194
H -2.705 -0.084 0.795
O -1.484 -0.634 -0.802
F 2.828 -0.293 -0.027
```

Values from the calculation:
HOMO level: -10.6 eV
structure (SMILES): FCC[C@@H]1CO1
Kohn-Sham gap: 11.64 eV

Okay, here come the natural (NBO) numbers, in e, for every atom: C 0.07; C -0.48; C 0.05; C -0.09; H 0.15; H 0.19; H 0.23; H 0.22; H 0.19; H 0.17; H 0.18; O -0.49; F -0.37

***

*b*
The following is a quantum chemistry calculation of an isolated molecule of C4H7FO, from the OMol25 dataset.

Structure (XYZ):
```
13
Properties=species:S:1:pos:R:3
C 1.401 -0.712 -0.747
C 0.890 0.085 0.478
C -0.626 -0.105 0.784
C -1.402 0.837 -0.017
H 2.121 -1.411 -0.291
H 1.838 -0.076 -1.515
H 0.542 -1.306 -1.111
H -0.855 -0.063 1.896
H -0.751 -1.144 0.478
H -1.361 1.848 0.248
H -2.421 0.510 0.072
O 1.563 0.944 1.019
F -0.937 0.592 -1.293
```

Values from the calculation:
HOMO level: -9.5 eV
structure (SMILES): CC(=O)CCF
Kohn-Sham gap: 10.46 eV

Okay, here come the natural (NBO) numbers, in e, for every atom: C -0.72; C 0.61; C -0.53; C 0.06; H 0.23; H 0.25; H 0.22; H 0.23; H 0.21; H 0.18; H 0.17; O -0.54; F -0.37

***

*c*
The following is a quantum chemistry calculation of an isolated molecule of C4H7FO, from the OMol25 dataset.

Structure (XYZ):
```
13
Properties=species:S:1:pos:R:3
C 0.093 1.428 -0.033
C -0.168 -0.069 -0.037
C -0.786 -0.839 -0.869
C 0.577 -0.729 1.127
H -0.818 2.399 -1.534
H 1.094 1.556 0.160
H -0.404 1.913 0.752
H -0.800 -1.927 -0.815
H -1.337 -0.409 -1.666
H 0.267 -0.220 2.060
H 1.652 -0.501 1.003
O 0.032 2.148 -1.378
F 0.199 -2.082 1.104
```

Values from the calculation:
HOMO level: -10.0 eV
structure (SMILES): C=C(CO)CF
Kohn-Sham gap: 10.79 eV

Okay, here come the natural (NBO) numbers, in e, for every atom: C -0.10; C -0.06; C -0.38; C 0.03; H 0.46; H 0.19; H 0.18; H 0.22; H 0.20; H 0.17; H 0.17; O -0.71; F -0.36

***

*d*
The following is a quantum chemistry calculation of a structure of composition C4H7FO, from the OMol25 dataset.

Structure (XYZ):
```
13
Properties=species:S:1:pos:R:3
C 1.627 -0.489 0.128
C 0.108 -0.498 0.363
C -0.559 0.907 0.302
C -1.468 0.090 -0.677
H 2.182 -0.244 1.065
H 1.957 -1.523 -0.217
H -0.235 -0.923 1.367
H 0.059 1.628 -0.170
H -1.002 1.197 1.272
H -2.480 -0.117 -0.295
H -1.510 0.645 -1.644
O -0.617 -1.112 -0.623
F 1.937 0.440 -0.871
```

Values from the calculation:
HOMO level: -9.9 eV
Kohn-Sham gap: 10.94 eV

Okay, here come the natural (NBO) numbers, in e, for every atom: C 0.03; C 0.07; C -0.46; C -0.06; H 0.17; H 0.18; H 0.17; H 0.22; H 0.21; H 0.18; H 0.19; O -0.52; F -0.37

***

Stability comparison, relative energies in hartree: *a* 0.0455; *b* 0.0000; *c* 0.0407; *d* 0.0365